Record 1
Molecular formula: C39H36ClN3Si2Sn
Method: DFT, ωB97M-V with the def2-TZVPD basis set

XYZ file:
```
82
Properties=species:S:1:pos:R:3:lowdin_charge:R:1
C 0.1121 2.9223 3.2071 -0.076
H -2.7646 -1.2130 1.2034 0.097
H 1.3040 -4.9423 -3.7647 0.102
C -1.4820 1.6724 -0.5237 -0.136
C -0.3973 -3.7181 -0.5496 -0.108
H 2.7729 -1.0208 7.1847 0.114
C -1.2677 1.6465 -4.4977 -0.119
C 1.0307 1.7919 5.0462 -0.270
C -1.6203 -3.7198 -1.2173 -0.108
C 0.8153 -1.6262 -4.3455 -0.300
H -2.7728 2.9730 -5.2560 0.101
C -0.7799 3.6295 -5.8007 -0.105
H -1.9238 -3.3860 2.5109 0.099
N 1.6974 -1.0487 4.0154 -0.063
H -1.9947 0.9773 -4.0342 0.093
C -1.4075 -0.5545 4.2424 -0.305
C -1.8968 3.9675 -1.1988 -0.110
C -0.1528 1.7851 -0.9322 -0.317
C 1.0497 2.9925 5.7806 0.002
C -2.3531 2.7597 -0.6487 -0.097
H 1.4301 2.9430 6.7974 0.116
C -2.0661 -2.5556 -1.8454 -0.082
H -0.1430 -5.0891 -5.7901 0.099
C -0.5649 4.0753 -1.5895 -0.104
H -0.9670 -2.6512 4.9132 0.102
H -2.2408 -4.6196 -1.2344 0.097
C 0.5884 3.3421 -5.7116 -0.095
H -0.2664 2.8460 2.1861 0.120
Cl 2.9459 -0.0717 0.0713 0.123
C -1.6988 2.7781 -5.1936 -0.098
H 3.5795 -3.3391 6.5342 0.121
C 0.0210 -1.4083 -1.2490 -0.382
Si 1.0572 0.2492 -0.9602 -0.036
C 0.1919 -1.7003 -5.6084 -0.091
C -2.0305 -0.0617 3.0042 -0.313
H 1.7953 -2.6475 2.6561 0.104
C 0.3104 3.0043 -1.4384 -0.122
C -1.3140 -1.9786 4.1226 -0.174
C 1.0121 -4.0379 -4.2957 -0.083
H -1.7286 -0.4788 -2.2448 0.077
H -1.1287 4.5020 -6.3534 0.096
H -0.1962 5.0053 -2.0247 0.100
H 1.3093 3.9973 -6.1923 0.093
C 0.0880 4.1172 3.8982 -0.044
H 1.3625 -2.5975 -0.0178 0.075
C -2.2772 -1.2200 2.1736 -0.172
C -1.2788 -1.3925 -1.8299 -0.185
H -3.0388 -2.5419 -2.3426 0.102
Sn 0.2731 -0.0879 2.6096 1.302
N 0.6002 1.7732 3.7725 -0.033
H 1.6229 0.7906 6.6848 0.137
H -1.2898 0.0317 5.1582 0.097
C 1.9178 -0.6262 5.2712 -0.276
C 3.0381 -2.6966 5.8306 -0.046
C 0.2090 -4.1182 -5.4390 -0.094
H 0.5315 0.1455 0.5851 -0.203
H 0.5758 5.1030 5.7716 0.120
C -1.8280 -2.3621 2.8677 -0.144
H 1.8972 0.7682 -2.0130 -0.052
H 3.0183 -4.1457 4.2075 0.109
H 2.0916 1.9740 -4.9394 0.099
H -0.0813 -0.7872 -6.1380 0.099
H -3.3913 2.6593 -0.3339 0.095
C -0.1523 -2.9538 -6.1196 -0.093
H -0.0601 -4.6210 -0.0394 0.096
H 1.3456 3.0910 -1.7643 0.098
H -2.5763 4.8108 -1.3174 0.093
C 2.6093 -1.4350 6.1919 -0.008
H 2.0325 -2.7030 -2.9215 0.104
H -1.8580 0.7299 -0.1071 0.086
H -0.7511 -3.0137 -7.0293 0.099
C 0.5772 4.1669 5.2101 -0.032
H -0.3191 5.0006 3.4165 0.116
C 0.1019 1.3597 -4.3752 -0.329
C 2.0760 -2.3165 3.6538 -0.098
Si 0.4846 -0.1511 -3.2983 0.870
C 1.0284 2.2090 -5.0096 -0.101
N 1.4380 0.6182 5.7033 0.131
C 2.7500 -3.1515 4.5400 -0.047
C 0.4088 -2.5742 -0.5513 -0.133
H -2.4251 0.9453 2.8596 0.099
C 1.3839 -2.7900 -3.7939 -0.097
```

## Properties
2S+1 = 1
HOMO-LUMO gap = 4.040 eV
Electronic energy = -2925.27356 Eh
Molar mass = 757.1 g mol⁻¹

=====

Record 2
Molecular formula: C39H36F6O22
Method: DFT, ωB97M-V with the def2-TZVPD basis set

XYZ file:
```
103
Properties=species:S:1:pos:R:3:lowdin_charge:R:1
F 5.5156 1.1862 -6.0151 0.080
H -3.8801 -4.5659 1.3481 0.119
O -2.5699 0.3119 2.8595 -0.013
O -6.8738 -0.8829 -1.7880 0.073
C 6.1636 1.5634 -4.8867 -0.312
H 9.1729 -4.7344 -6.0624 0.178
F 8.6455 -4.5405 -7.9899 0.082
C -3.6706 -0.3125 2.6940 -0.362
C -1.9946 0.6234 11.2134 -0.532
H 0.8999 0.8817 4.5425 0.146
C 0.2303 3.8911 -1.0442 -0.073
O 2.0716 4.3685 3.3362 0.177
C 2.7029 2.7202 -1.3951 -0.013
C -3.6559 -3.5974 1.9371 -0.170
O -4.5754 -0.3212 3.7829 0.046
O 7.0562 0.6659 -2.9997 0.097
H -1.3288 2.2075 8.6082 0.126
F -0.4132 2.1390 6.2486 0.059
C -0.2758 2.6443 4.9951 -0.314
C 0.9708 1.6153 0.3039 -0.022
C 5.8894 1.3039 -2.7106 -0.506
O -6.5461 1.3416 -1.6189 0.150
C 3.4177 0.4029 0.0310 -0.092
H -5.6150 -2.3416 1.8917 0.121
C 7.4449 -3.4188 -6.3102 -0.059
F -8.6892 2.0160 -1.6594 0.086
H 6.8460 -3.0409 -7.1437 0.151
C -3.9533 -0.9792 1.2606 -0.100
H -4.7050 -1.1494 -6.1359 0.144
H -3.4201 -0.1106 -4.3566 0.175
O 9.7268 -1.0529 -5.4874 0.169
H -7.7496 1.3080 -3.2873 0.167
H -4.0510 -0.0068 4.5634 0.127
C -4.5470 -0.0740 -6.2301 -0.067
H -0.5324 4.7178 -1.2804 0.085
C 1.6472 3.8356 -1.7268 -0.063
C 2.2304 -1.6938 1.5299 -0.245
H 0.5595 -1.9647 4.0737 0.105
H 8.0948 0.5989 -4.8007 0.132
H -4.8989 -2.7395 0.2488 0.114
H 6.6477 2.5317 -5.0440 0.179
C 7.0829 0.4862 -4.4098 -0.067
O -2.3158 1.6220 10.3420 0.074
C 0.0237 -2.6823 0.3737 -0.017
H -0.5020 -0.0389 9.0078 0.175
C 0.8626 -2.5892 -1.0071 -0.267
O -4.7936 -0.0746 -1.4060 0.138
H -2.0422 -2.8152 4.1536 0.106
F 1.0121 0.9886 9.8352 0.079
C -0.0812 2.7330 -0.0382 -0.066
C -1.4324 -2.7492 3.1954 -0.003
H -0.6516 2.8185 10.1316 0.151
O -0.7109 0.1981 11.0408 0.140
H -8.6178 -0.3320 -0.8368 0.149
C 1.8491 -1.3128 -1.0882 0.061
C -1.4454 -3.1572 0.4695 0.044
C 0.7174 -2.2267 1.7170 -0.040
C 9.1173 -1.9966 -5.9001 -0.520
C 1.3460 3.5322 3.7862 -0.523
C -4.6084 -2.4449 1.3282 -0.184
C 0.0448 -2.2692 3.1048 0.012
O -5.9356 2.6600 -4.7875 0.166
H -4.3397 0.1603 -7.2780 0.149
C -5.9646 0.1123 -1.5852 -0.527
C 8.7494 -3.9999 -6.7535 -0.322
O -3.8762 1.7669 -5.0638 0.149
H 3.8837 0.6707 1.0555 0.134
O 0.7515 3.6125 5.0121 0.139
H -1.9655 -3.4788 -0.5085 0.128
C -3.4853 0.4305 -5.3054 -0.321
C -8.1526 -0.2645 -1.8244 -0.063
O 7.8580 -2.3306 -5.4944 0.049
C 2.4815 -0.9104 0.1378 -0.109
O 3.1150 -1.8934 2.3949 0.052
F -2.2755 0.4383 -5.9128 0.082
C -7.8153 1.1401 -2.2082 -0.322
C -2.1258 -3.1531 1.8661 -0.170
O -2.7488 0.1721 12.0244 0.170
O 0.7816 -3.4314 -1.9332 0.033
H -3.0329 -0.9089 0.5670 0.131
H 6.7221 -0.5152 -4.6542 0.133
H -8.8035 -0.7509 -2.5523 0.145
C -5.2319 1.7761 -5.1834 -0.531
C -1.1215 1.9566 9.6493 -0.070
H -4.0273 -3.7824 3.0182 0.116
H 4.2278 0.2909 -0.7953 0.101
C 2.3920 1.6042 -0.3678 -0.142
H 0.6283 0.8201 1.0529 0.087
H 2.0524 -0.7362 -2.0522 0.137
H 1.9443 4.6317 -2.4859 0.076
H -1.2139 3.1093 4.6785 0.179
C -0.3115 0.7073 9.7848 -0.328
O 9.5975 -2.8718 -6.8256 0.149
O -5.6918 0.6507 -5.8019 0.067
H 6.8440 -4.1299 -5.7413 0.147
O 1.0036 2.3843 3.1356 0.046
H 3.7106 2.7114 -1.9162 0.066
H -4.7438 -0.2988 0.7602 0.110
O 5.5005 1.5241 -1.5967 0.121
H -1.1312 2.7418 0.4408 0.087
H -0.5564 1.0694 3.5416 0.105
O 5.2197 1.6685 -3.8395 0.137
C 0.2446 1.6081 4.0520 -0.073
```

## Properties
2S+1 = 1
HOMO-LUMO gap = 7.062 eV
Electronic energy = -3761.90367 Eh
Molar mass = 970.7 g mol⁻¹

=====

Record 3
Molecular formula: C39H36FeN4O3PS
Method: DFT, ωB97M-V with the def2-TZVPD basis set

XYZ file:
```
85
Properties=species:S:1:pos:R:3:mulliken_spin:R:1
H -0.5848 0.9560 -7.1315 0.000
H 2.3370 1.8079 -5.3540 0.000
H 4.1407 -4.0506 4.4778 0.000
H 3.3364 -4.7019 -4.1755 0.000
N 1.5417 1.2011 -5.4510 0.000
H 0.1976 -3.6744 2.8777 0.000
O -1.4631 -0.5797 -2.1561 -0.069
C -0.8970 -3.0699 0.2742 0.008
H -4.2932 -2.3999 4.7940 0.000
C -2.5435 0.1202 1.4091 0.003
C -1.0542 -1.1454 2.9264 0.006
H 6.4611 0.7398 -0.3707 0.000
C 5.2599 2.3725 0.3585 0.004
H -0.9437 0.3640 -3.6235 0.001
C -2.1253 -2.2978 4.8003 0.000
H -0.2767 -1.5040 -5.3530 0.000
C -1.8963 1.7400 -0.1859 0.004
H -4.4882 -1.0305 2.7470 0.000
C 2.1146 -3.9581 3.7799 0.003
H -1.8296 1.5182 -1.2526 -0.005
H -0.9615 3.1378 1.1767 0.000
C 3.0624 0.6628 -0.1708 0.035
C -0.0671 0.0394 -6.8422 0.000
C -3.5109 -1.2949 3.1393 0.000
C 1.7771 -2.8937 1.6479 -0.003
N -0.3727 0.3991 -4.4603 -0.001
H -3.6123 -2.0180 -1.4619 -0.001
C 0.7009 1.2020 -4.3950 -0.002
H -2.0316 -2.8466 5.7309 0.000
H 1.8490 -4.9642 -0.1788 0.000
Fe 0.2537 -0.0838 0.0999 1.468
H -0.0129 -2.0176 4.5953 0.000
C -3.5120 -3.8174 -0.2739 -0.003
H 1.7076 -4.4587 4.6494 0.000
C 2.8697 1.9745 0.3131 -0.024
O 2.0962 -0.1744 -0.4180 0.064
C 1.7827 -2.3332 -2.3127 -0.012
C -1.3845 -4.2703 0.7779 -0.002
C 3.9749 2.8034 0.5701 -0.002
H 2.6340 -2.3359 -4.2761 0.000
C -2.6994 -4.6250 0.5186 0.002
S 0.9520 2.2200 -3.0800 0.000
C 2.8333 -4.2478 -3.3310 -0.001
H 3.5487 -2.1601 0.6871 -0.003
C 2.6102 -4.9852 -2.1777 0.000
C -3.4111 -2.0458 4.2788 0.000
H 1.5044 3.6104 0.6021 -0.001
H -0.7522 -4.9237 1.3633 0.000
H -0.6892 3.4853 -0.5521 -0.001
C 1.5682 -3.0658 -1.1472 0.017
H 1.9670 -0.5891 -6.4817 0.000
H 3.7911 3.8082 0.9351 0.000
C -2.3686 -0.8429 2.4463 -0.016
C -0.6689 -0.5052 -5.5586 0.000
C 2.4272 -2.9229 -3.3916 0.000
C 3.9940 -3.0727 2.5739 0.003
H -3.5216 0.6103 1.3698 0.001
C 5.4550 1.0853 -0.1649 -0.002
H -2.8790 2.1641 0.0371 0.000
H -4.5357 -4.1103 -0.4678 -0.001
C 4.3931 0.2586 -0.4324 -0.002
O 0.0167 -0.8094 2.3230 0.018
C -3.0088 -2.6499 -0.8220 -0.007
C -0.9958 -1.8479 4.1739 0.005
N -1.6505 0.5274 0.5779 -0.056
C 3.1474 -2.6652 1.5546 -0.004
H 1.5054 -1.2885 -2.3553 0.003
H -1.7518 -0.5962 -5.6410 -0.001
H 5.0558 -2.8767 2.4990 0.000
H -0.1816 -0.6861 -7.6474 0.000
H 4.5406 -0.7231 -0.8659 0.000
C 1.4054 0.3431 -6.6149 0.000
C 1.9912 -4.3921 -1.0888 -0.001
H 2.9327 -6.0167 -2.1186 0.000
C 1.5534 2.5352 0.4111 0.021
C 1.2637 -3.5357 2.7700 -0.006
N 0.4570 1.9017 0.2257 -0.052
H -3.0956 -5.5455 0.9278 0.000
C -1.7071 -2.2733 -0.5230 -0.055
H 6.1025 3.0168 0.5664 0.000
C -0.7786 2.6936 0.1944 -0.005
P 0.7379 -2.3043 0.2929 -0.178
C -1.0674 -1.0281 -1.1060 -0.145
C 3.4795 -3.7263 3.6844 -0.005
H 1.8299 0.8615 -7.4746 0.000
```

## Properties
2S+1 = 2
HOMO-LUMO gap (alpha / beta) = 7.296 / 7.492 eV
<S²> = 0.88
Electronic energy = -3955.78658 Eh
Molar mass = 727.6 g mol⁻¹

=====

Record 4
Molecular formula: C39H36N4O2PSn
Method: DFT, ωB97M-V with the def2-TZVPD basis set

XYZ file:
```
83
Properties=species:S:1:pos:R:3:lowdin_charge:R:1
C 2.0919 -2.0889 -0.2889 -0.350
C 1.9570 0.3812 1.5809 -0.343
H 2.1598 1.9051 -1.7126 0.095
C 4.8088 -0.1006 -0.8542 -0.239
O -7.1612 2.8580 -0.4466 -0.029
H -7.4645 1.0877 -1.5058 0.152
C -5.6274 1.0777 -0.4564 -0.113
C 0.3909 1.2171 3.2717 -0.020
H 3.0887 -3.6483 2.5412 0.105
Sn -0.7861 -0.0830 -0.1405 1.437
C -0.2255 -0.7720 1.9779 -0.168
C -3.9014 -0.5721 -0.4566 -0.074
H 1.0178 2.4863 0.4943 0.090
C 3.1768 1.5291 -1.6900 -0.083
H -2.3182 -5.3917 0.9079 0.143
C -1.2198 -2.9467 -1.7926 -0.130
C 2.1911 -4.7147 -1.1720 -0.019
H 4.5472 -1.4354 0.8476 0.059
C -4.6394 2.0409 -0.2823 0.095
C -0.0962 4.3166 0.4112 0.042
H 3.8098 1.5099 1.4617 0.122
C 5.2228 -1.2621 0.0089 -0.013
C -7.0733 1.4629 -0.5522 -0.185
H 1.0517 2.8734 4.4279 0.132
H 0.1419 -1.7121 1.5830 0.016
H 3.2753 2.9815 3.3322 0.130
H -3.0611 7.5645 -0.1145 0.121
C 0.0485 2.9505 0.3661 -0.096
N -1.9950 -7.6914 -1.7229 0.234
H 6.7773 0.1630 -1.6370 0.136
H 0.7710 4.9409 0.5838 0.143
C 2.3891 -2.9139 2.1453 -0.026
H -3.4174 4.4408 -0.1296 0.129
H 1.4486 -3.0612 2.6826 0.095
H -7.6150 0.9451 0.2494 0.152
C -1.9089 -6.5729 -1.4828 -0.137
C 2.5504 2.2509 2.9985 -0.026
C 2.0251 -2.3840 -1.6645 -0.113
H -0.9085 6.8115 -0.5027 0.150
C 2.2522 -4.4276 0.1794 -0.007
P 2.1860 -0.3331 0.0110 1.139
O -2.9210 6.6195 0.0105 -0.030
H -1.2397 6.7298 1.2319 0.150
C 2.8601 1.4132 1.9705 -0.068
C -5.2347 -0.2549 -0.5408 0.042
C -2.0017 -4.7163 0.1255 0.038
C -1.7700 -5.1756 -1.1698 -0.177
H 6.2133 -1.0837 0.4249 0.104
H 6.2057 2.0744 -3.0590 0.130
C 4.1444 2.1296 -2.4689 -0.043
C 0.7043 0.2605 2.2719 -0.360
H -0.5630 1.1353 3.7784 0.133
C -2.2249 2.6510 0.0050 -0.172
C 2.0852 -3.6861 -2.1063 -0.056
N -2.9430 0.3648 -0.2826 -0.041
H -3.5731 -1.5924 -0.5378 0.098
C 2.2187 -3.1174 0.6632 -0.253
C -1.3613 4.8722 0.2263 -0.116
C -2.4375 4.0149 0.0212 0.096
H -1.2156 -4.5913 -3.1694 0.143
H -4.9332 3.0769 -0.2137 0.130
H 2.2524 -5.7441 -1.5019 0.130
H 2.0683 -3.9049 -3.1657 0.127
H 2.3712 -5.2364 0.8903 0.134
H 3.9001 2.9796 -3.0903 0.122
C 5.7582 0.5292 -1.6522 0.000
H 1.9651 -1.5798 -2.3915 0.117
N -0.9978 2.1279 0.1682 -0.044
H -1.1054 -0.8421 2.6098 0.094
C 3.5037 0.4201 -0.8928 -0.332
N -1.4244 -2.4974 -0.5492 -0.066
H -0.9056 -2.2218 -2.5352 0.118
C -1.8200 -3.3750 0.3870 -0.113
H -2.0071 -2.9890 1.3827 0.123
C -3.3166 1.6645 -0.1983 -0.164
H -8.0778 3.1392 -0.5433 0.121
C -1.3854 -4.2710 -2.1510 0.027
H -5.9596 -1.0468 -0.6763 0.145
H 2.7675 -1.9268 2.4051 0.068
H 5.2758 -2.1851 -0.5725 0.107
C -1.5642 6.3601 0.2508 -0.187
C 5.4374 1.6175 -2.4493 -0.010
C 1.2906 2.1749 3.6366 -0.009
```

## Properties
2S+1 = 1
HOMO-LUMO gap = 5.887 eV
Electronic energy = -2431.99725 Eh
Molar mass = 742.4 g mol⁻¹
Charge = +3

=====

Record 5
Molecular formula: C39H36N7O2Zr
Method: DFT, ωB97M-V with the def2-TZVPD basis set

XYZ file:
```
85
Properties=species:S:1:pos:R:3:lowdin_charge:R:1
C -2.4930 1.6706 0.5447 -0.186
C 1.4811 3.8724 0.1237 -0.030
C -3.2925 1.4083 -7.9384 0.005
H 3.5161 0.0997 1.0530 0.080
C -3.1269 -0.4907 0.9950 -0.113
C -3.5083 2.1235 -5.5727 -0.016
H 4.6005 -0.0348 -0.3278 0.102
O -1.4716 3.7578 0.7368 0.116
N -2.1416 0.2320 -6.2279 0.138
H 2.6290 -2.1244 1.2325 0.080
H 1.2465 -0.4962 -4.7197 0.104
H -0.9876 -1.3338 -6.8882 0.110
C -0.0958 -1.3386 2.5933 -0.173
H 0.0648 0.6267 -4.0777 0.074
N -0.2478 -1.8051 1.3436 0.003
C -4.4331 -0.1052 1.2244 -0.026
C 2.1865 1.7937 -2.5137 -0.019
C -1.6752 -0.5504 -7.1909 -0.193
H -0.1752 -3.0053 -2.9528 0.066
H 2.7138 1.7150 -3.4673 0.097
C -2.7423 0.5259 -8.8542 -0.109
H -5.1712 -0.8436 1.5035 0.115
C 1.9206 0.4273 -1.9598 -0.282
C 1.4324 1.8768 1.4876 -0.231
H 2.9128 5.3495 0.7170 0.107
C 2.0903 -1.5271 -0.7647 -0.300
C -2.3831 -1.5365 -2.1514 -0.138
C 2.4938 4.3741 0.9250 -0.067
H 1.4591 -3.6281 -2.8502 0.103
H 3.6058 -2.8478 -0.0367 0.099
H 1.9709 -3.4318 0.2435 0.070
C 2.5912 -2.5363 0.2225 -0.022
C 0.9468 2.6254 0.4061 -0.256
C 1.1142 -0.5526 -2.6003 -0.292
H 3.7178 4.0644 2.6559 0.109
C 0.6859 -3.0945 -2.2915 -0.023
C 3.6431 0.3739 0.0062 -0.010
H -3.9557 3.2067 0.6991 0.130
H -0.3098 -1.0889 -4.1440 0.065
C -0.8002 -3.0145 1.1816 -0.141
C -1.2519 -3.7751 2.2432 -0.032
H -3.9456 2.2104 -8.2521 0.116
Zr 0.0599 -0.0846 -0.2960 1.837
H -0.8840 -3.3786 0.1651 0.093
C -4.7661 1.2376 1.0991 -0.020
H 1.2621 2.3473 -2.6888 0.079
C -1.1494 -3.2553 3.5284 -0.013
H -2.8331 -1.5279 1.0928 0.096
H 1.0768 4.4494 -0.6970 0.123
H -1.6824 -4.7493 2.0603 0.117
H -3.8821 3.0701 -5.9454 0.116
C 0.5751 0.0105 2.7789 -0.468
H -5.7804 1.5696 1.2760 0.120
C -3.7764 2.1434 0.7671 0.028
C 2.5477 -0.1852 -0.8439 -0.281
H 2.7684 1.8292 3.1616 0.118
N -0.2218 2.0708 -0.2409 -0.060
H -4.6259 -0.6180 -4.4923 0.134
C -3.1856 0.6649 -3.5561 -0.191
C 2.9465 3.6487 2.0211 -0.065
N 0.8874 0.5734 1.6012 -0.038
C 2.4225 2.4003 2.3124 -0.017
N -1.7624 -0.3741 -1.9320 -0.033
H -2.0406 -2.3914 -1.5804 0.099
C 1.2094 -1.7582 -1.8567 -0.294
C 0.4846 -0.3703 -3.9451 -0.031
N -2.1707 0.3783 0.6506 0.021
H -1.5186 -3.8189 4.3748 0.122
C -2.1701 0.7028 -2.6104 -0.085
C -2.9690 1.2160 -6.6001 -0.268
C -3.8239 -0.5506 -3.7688 0.008
H -3.8967 -2.6252 -3.1968 0.118
H -0.4343 -1.5515 4.6750 0.131
H 3.7019 1.4585 -0.0517 0.077
H -1.6453 1.6281 -2.3955 0.123
C -3.5776 1.9046 -4.2600 -0.027
H -2.9594 0.6123 -9.9126 0.116
H -3.9683 2.7022 -3.6367 0.121
C -0.5629 -2.0145 3.7072 0.036
H 2.7994 2.3851 -1.8383 0.072
N -1.9297 -0.4597 -8.4895 0.091
C -3.4192 -1.6659 -3.0559 -0.016
C -1.3475 2.6268 0.3182 -0.465
O 0.7540 0.4344 3.9068 0.085
H 0.4182 -3.7411 -1.4549 0.060
```

## Properties
2S+1 = 1
HOMO-LUMO gap = 7.239 eV
Electronic energy = -2088.58792 Eh
Molar mass = 726.0 g mol⁻¹
Charge = +1